Arrangement w

Computed, not measured: a structure of composition C4H3N3, with the ωB97M-V functional and the def2-TZVPD basis.

Cartesian coordinates (Å):
N1 0.787 0.751 0.183
N2 2.225 -0.628 -0.107
N3 2.263 0.595 -0.138
C1 -1.317 0.056 0.040
C2 -0.531 -1.144 0.002
C3 0.788 -0.665 0.172
C4 -0.481 1.179 -0.012
H1 -2.414 -0.110 0.065
H2 -0.668 -2.206 -0.080
H3 -0.654 2.173 -0.125

## Properties
Kohn-Sham gap, eV: 8.2
Multiplicity: 1
HOMO, eV: -8.670


Arrangement x

Computed, not measured: a structure of composition C4H3N3, with the ωB97M-V functional and the def2-TZVPD basis.

Cartesian coordinates (Å):
N1 2.447 -0.301 -0.130
N2 -1.942 -2.024 0.374
N3 0.572 -0.853 1.209
C1 -0.388 0.034 0.052
C2 1.248 -0.443 0.168
C3 -1.006 1.180 -0.229
C4 -1.122 -1.201 0.310
H1 -2.063 1.214 -0.443
H2 2.674 0.326 -0.889
H3 -0.421 2.068 -0.421

## Properties
Kohn-Sham gap, eV: 7.1
Multiplicity: 1
HOMO, eV: -9.380


Which is most stable, and by how much? arrangement w, by 131.3 kJ/mol.


Arrangement w

Computed, not measured: the molecule C4H3N3, with the ωB97M-V functional and the def2-TZVPD basis.

Cartesian coordinates (Å):
N1 -0.840 -1.019 0.319
N2 -2.022 0.586 -0.414
N3 -2.046 -0.679 -0.122
C1 -0.007 0.058 0.346
C2 2.564 -0.020 0.155
C3 1.393 0.021 0.470
C4 -0.787 1.073 -0.154
H1 -0.511 2.103 -0.337
H2 2.929 -0.142 -0.845
H3 -0.672 -1.981 0.582

## Properties
SMILES: C#Cc1cnn[nH]1
Kohn-Sham gap, eV: 9.5
Multiplicity: 1
HOMO, eV: -9.607


Arrangement x

Computed, not measured: the molecule C4H3N3, with the ωB97M-V functional and the def2-TZVPD basis.

Cartesian coordinates (Å):
N1 -0.036 -1.253 -0.885
N2 3.186 -0.851 0.452
N3 0.037 0.634 0.399
C1 2.072 -0.651 0.214
C2 -1.311 -0.746 -1.013
C3 -1.333 0.495 -0.117
C4 0.669 -0.426 -0.100
H1 -1.690 1.420 -0.583
H2 0.421 1.356 1.005
H3 -2.019 0.222 0.696

## Properties
Kohn-Sham gap, eV: 7.5
Multiplicity: 1
HOMO, eV: -8.582


Arrangement y

Computed, not measured: the molecule C4H3N3, with the ωB97M-V functional and the def2-TZVPD basis.

Cartesian coordinates (Å):
N1 1.465 0.298 0.537
N2 -0.721 0.008 -0.225
N3 -1.766 2.004 1.472
C1 -0.729 1.558 1.223
C2 0.264 0.779 0.640
C3 0.057 -0.909 -0.782
C4 1.347 -0.743 -0.356
H1 -1.754 -0.012 -0.382
H2 2.179 -1.347 -0.673
H3 -0.343 -1.636 -1.453

## Properties
SMILES: N#Cc1ncc[nH]1
Kohn-Sham gap, eV: 9.7
Multiplicity: 1
HOMO, eV: -9.218


Arrangement z

Computed, not measured: the molecule C4H3N3, with the ωB97M-V functional and the def2-TZVPD basis.

Cartesian coordinates (Å):
N1 3.085 -0.580 0.371
N2 0.013 0.880 -0.307
N3 -0.535 -1.094 0.302
C1 -1.764 -0.525 -0.002
C2 -1.352 0.751 -0.385
C3 1.932 -0.487 0.273
C4 0.534 -0.277 0.125
H1 0.568 1.692 -0.539
H2 -0.523 -1.968 0.804
H3 -1.959 1.606 -0.642

## Properties
Kohn-Sham gap, eV: 8.6
Multiplicity: 1
HOMO, eV: -8.649


Which is most stable, and by how much? arrangement y, by 59.8 kJ/mol.


Arrangement w

Computed, not measured: a cluster of 2 separate species, C4H3N3 in total, with the ωB97M-V functional and the def2-TZVPD basis.

Cartesian coordinates (Å):
N1 1.536 0.371 -0.053
N2 0.711 -2.896 -1.788
N3 -2.810 1.586 -0.542
C1 0.408 0.550 0.305
C2 -0.817 0.542 0.580
C3 -1.918 1.142 0.026
C4 -0.082 -2.169 -1.404
H1 2.350 1.046 0.258
H2 -0.629 -1.502 -0.831
H3 -1.073 -0.184 1.451

## Properties
SMILES: N#CC=C=N.C#N
Kohn-Sham gap, eV: 10.4
Multiplicity: 1
HOMO, eV: -10.227


Arrangement x

Computed, not measured: the molecule C4H3N3, with the ωB97M-V functional and the def2-TZVPD basis.

Cartesian coordinates (Å):
N1 0.153 1.171 0.781
N2 0.840 0.868 1.879
N3 0.917 -0.425 1.950
C1 -0.232 0.054 0.130
C2 -0.717 0.001 -1.185
C3 0.267 -0.966 0.896
C4 -0.796 -0.240 -2.355
H1 -0.627 -0.570 -3.338
H2 0.207 -2.028 0.705
H3 -0.011 2.136 0.537

## Properties
SMILES: C#Cc1cnn[nH]1
Kohn-Sham gap, eV: 10.2
Multiplicity: 1
HOMO, eV: -9.466


Which is most stable, and by how much? arrangement x, by 11.1 kJ/mol.


Arrangement w

Computed, not measured: a cluster of 2 separate species, C4H6N2S in total, with the ωB97M-V functional and the def2-TZVPD basis.

Cartesian coordinates (Å):
S1 -0.294 -0.915 -0.634
N1 0.009 -2.123 0.289
N2 0.031 1.617 -0.127
C1 -1.239 1.498 -0.386
C2 0.695 0.558 0.020
C3 2.752 0.244 -0.310
C4 -1.852 0.256 -0.113
H1 -1.851 2.121 -0.985
H2 -2.814 0.214 -0.715
H3 0.532 -1.795 1.106
H4 -1.970 -0.276 0.811
H5 3.115 -0.547 0.427
H6 3.397 1.074 0.076

## Properties
Kohn-Sham gap (spin up / spin down), eV: 7.7 / 6.0
Multiplicity: 1
HOMO (spin up / spin down), eV: -8.944 / -7.577


Arrangement x

Computed, not measured: the molecule C4H6N2S, with the ωB97M-V functional and the def2-TZVPD basis.

Cartesian coordinates (Å):
S1 1.449 -0.031 -2.320
N1 -0.041 0.771 -0.350
N2 -0.712 0.269 1.925
C1 0.120 0.761 0.880
C2 -0.189 -0.704 2.775
C3 -1.091 -1.213 1.999
C4 1.027 1.263 -1.105
H1 0.993 1.200 1.293
H2 0.448 -0.771 3.575
H3 0.172 -0.519 -2.606
H4 -1.744 -1.610 1.279
H5 0.565 2.064 -1.631
H6 1.945 1.573 -0.612

## Properties
SMILES: SC/N=C/N1C=C1
Kohn-Sham gap, eV: 9.3
Multiplicity: 1
HOMO, eV: -8.375


Which is most stable, and by how much? arrangement x, by 371.7 kJ/mol.


Arrangement w

Computed, not measured: the molecule C4H6N2S, with the ωB97M-V functional and the def2-TZVPD basis.

Cartesian coordinates (Å):
S1 -1.824 -1.501 0.372
N1 1.707 0.164 0.232
N2 -0.353 0.657 -0.292
C1 1.450 2.286 -0.984
C2 -0.410 -0.579 0.295
C3 0.974 1.093 -0.336
C4 0.887 -0.842 0.640
H1 1.294 -1.613 1.261
H2 1.317 3.284 -0.380
H3 -2.808 -0.705 -0.190
H4 2.632 2.129 -1.057
H5 -1.103 1.037 -0.838
H6 0.979 2.381 -2.019

## Properties
SMILES: Cc1ncc(S)[nH]1
Kohn-Sham gap, eV: 8.4
Multiplicity: 1
HOMO, eV: -7.856


Arrangement x

Computed, not measured: a structure of composition C4H6N2S, with the ωB97M-V functional and the def2-TZVPD basis.

Cartesian coordinates (Å):
S1 3.061 -0.387 -0.178
N1 -2.134 -0.879 -0.080
N2 0.196 -0.831 -0.141
C1 0.810 1.277 -0.047
C2 -0.965 -0.146 -0.259
C3 1.340 0.093 -0.103
C4 -0.625 1.189 -0.118
H1 -2.842 -0.928 -0.910
H2 1.499 2.174 -0.126
H3 3.302 -1.029 1.031
H4 -1.382 2.011 0.025
H5 0.346 -1.757 -0.226
H6 -2.604 -0.788 1.132

## Properties
Kohn-Sham gap, eV: 8.8
Multiplicity: 1
HOMO, eV: -8.246


Which is most stable, and by how much? arrangement w, by 167.4 kJ/mol.


Arrangement w

Computed, not measured: the molecule C4H6N2S, with the ωB97M-V functional and the def2-TZVPD basis.

Cartesian coordinates (Å):
S1 -2.755 -0.665 0.197
N1 0.171 -0.451 0.061
N2 -1.074 1.537 0.033
C1 0.966 0.639 0.036
C2 0.539 -1.808 -0.142
C3 -1.488 0.265 0.141
C4 0.298 1.787 -0.037
H1 2.095 0.464 0.130
H2 -1.581 2.409 -0.163
H3 0.807 2.636 0.212
H4 0.172 -2.452 0.664
H5 0.202 -2.384 -0.966
H6 1.648 -1.979 -0.168

## Properties
SMILES: Cn1cc[nH]c1=S
Kohn-Sham gap, eV: 8.3
Multiplicity: 1
HOMO, eV: -7.448


Arrangement x

Computed, not measured: the molecule C4H6N2S, with the ωB97M-V functional and the def2-TZVPD basis.

Cartesian coordinates (Å):
S1 -2.174 1.035 2.825
N1 -0.188 1.052 0.785
N2 1.086 1.130 0.532
C1 -1.019 1.861 2.181
C2 0.189 -0.589 -0.834
C3 -0.837 -0.150 0.246
C4 1.340 0.306 -0.354
H1 2.343 0.094 -0.771
H2 -0.179 -0.093 -1.712
H3 -0.726 -1.067 0.899
H4 -1.879 0.125 -0.088
H5 -0.797 2.922 2.338
H6 0.372 -1.669 -0.889

## Properties
SMILES: S=CN1CCC=N1
Kohn-Sham gap (spin up / spin down), eV: 7.6 / 7.6
Multiplicity: 1
HOMO (spin up / spin down), eV: -7.896 / -7.896


Which is most stable, and by how much? arrangement w, by 176.5 kJ/mol.


Arrangement w

Computed, not measured: the molecule C4H6N2S, with the ωB97M-V functional and the def2-TZVPD basis.

Cartesian coordinates (Å):
S1 0.765 -1.461 0.538
N1 0.477 1.310 0.047
N2 1.587 -2.793 0.751
C1 -1.710 0.764 -0.991
C2 1.833 -0.256 1.061
C3 1.591 1.058 0.695
C4 -0.278 0.771 -0.735
H1 2.236 1.880 0.950
H2 -2.285 1.273 -0.213
H3 -1.906 1.232 -1.957
H4 -2.036 -0.273 -1.057
H5 0.981 -3.590 0.612
H6 2.717 -0.564 1.587

## Properties
Kohn-Sham gap (spin up / spin down), eV: 7.3 / 6.9
Multiplicity: 1
HOMO (spin up / spin down), eV: -7.308 / -6.975


Arrangement x

Computed, not measured: the molecule C4H6N2S, with the ωB97M-V functional and the def2-TZVPD basis.

Cartesian coordinates (Å):
S1 0.472 0.605 1.528
N1 1.966 -2.525 1.211
N2 0.574 -1.544 -0.602
C1 -0.167 -0.509 -0.842
C2 1.112 -1.904 0.428
C3 -0.372 0.487 0.131
C4 -1.137 1.703 -0.484
H1 -1.938 1.547 -1.148
H2 -1.413 2.302 0.433
H3 -0.603 -0.337 -1.899
H4 2.970 -2.335 1.236
H5 1.785 -3.504 1.391
H6 -0.443 2.375 -1.003

## Properties
Kohn-Sham gap, eV: 7.7
Multiplicity: 1
HOMO, eV: -7.466


Which is most stable, and by how much? arrangement x, by 130.7 kJ/mol.


Arrangement w

Computed, not measured: the ion C4H9N2 with charge +1, with the ωB97M-V functional and the def2-TZVPD basis.

Cartesian coordinates (Å):
N1 1.742 0.786 1.213
N2 -1.503 0.124 -0.472
C1 -0.564 -0.813 -1.231
C2 0.377 -0.851 -0.114
C3 0.673 0.668 0.321
C4 -0.581 0.035 0.660
H1 2.010 0.055 1.932
H2 -2.500 -0.265 -0.262
H3 -1.002 -1.736 -1.520
H4 0.719 1.501 -0.354
H5 2.369 1.602 1.023
H6 -0.085 -0.449 -2.051
H7 -1.519 1.034 -0.923
H8 1.066 -1.578 0.253
H9 -1.202 -0.111 1.523

## Properties
SMILES: N[C@H]1[C@@H]2C[NH2+][C@H]12
Kohn-Sham gap, eV: 9.1
Charge: +1
Multiplicity: 1
HOMO, eV: -12.599


Arrangement x

Computed, not measured: a cluster of 2 separate species, C4H9N2 in total, with the ωB97M-V functional and the def2-TZVPD basis.

Cartesian coordinates (Å):
N1 -2.321 0.518 -0.028
N2 -0.002 0.914 0.190
C1 2.618 0.569 0.385
C2 -1.327 -0.504 -0.285
C3 2.035 -0.697 -0.224
C4 1.127 0.431 0.156
H1 2.214 -0.750 -1.347
H2 3.242 1.288 -0.219
H3 -2.421 0.521 1.052
H4 2.908 0.722 1.460
H5 -1.363 -1.363 0.342
H6 1.891 -1.601 0.299
H7 -1.234 -0.603 -1.410
H8 -1.793 1.217 -0.506
H9 -3.325 0.482 -0.370

## Properties
Kohn-Sham gap, eV: 9.3
Charge: +1
Multiplicity: 1
HOMO, eV: -13.167


Which is most stable, and by how much? arrangement w, by 153.4 kJ/mol.


Arrangement w

Computed, not measured: the ion C4H9N2 with charge +1, with the ωB97M-V functional and the def2-TZVPD basis.

Cartesian coordinates (Å):
N1 -1.447 -0.651 0.223
N2 0.757 -0.110 0.104
C1 0.075 1.080 0.219
C2 -1.266 0.705 -0.210
C3 1.963 -0.221 -0.171
C4 -0.351 -1.344 -0.071
H1 -0.177 -1.629 -1.159
H2 -1.608 -0.697 1.260
H3 0.408 1.866 -0.432
H4 0.088 1.539 1.332
H5 -0.109 -2.338 0.510
H6 2.452 -1.043 -0.362
H7 2.544 0.717 -0.101
H8 -1.303 0.737 -1.226
H9 -2.025 1.387 0.083

## Properties
SMILES: C=[N+]1CCNC1
Kohn-Sham gap, eV: 9.9
Charge: +1
Multiplicity: 1
HOMO, eV: -14.684


Arrangement x

Computed, not measured: a cluster of 2 separate species, C4H9N2 in total, with the ωB97M-V functional and the def2-TZVPD basis.

Cartesian coordinates (Å):
N1 -0.112 0.430 0.010
N2 1.217 -1.234 -0.115
C1 0.337 1.799 0.249
C2 -1.701 -1.450 0.074
C3 2.329 -0.915 -0.374
C4 -1.306 -0.035 0.193
H1 3.141 -1.592 -0.540
H2 2.897 0.072 -0.571
H3 -0.063 2.342 -0.582
H4 -1.036 -1.822 -0.761
H5 -2.750 -1.688 -0.065
H6 -2.110 0.713 0.445
H7 -1.119 -1.893 0.879
H8 1.471 1.889 0.091
H9 0.214 2.252 1.300

## Properties
Kohn-Sham gap (spin up / spin down), eV: 8.6 / 8.6
Charge: +1
Multiplicity: 1
HOMO (spin up / spin down), eV: -14.949 / -14.971


Which is most stable, and by how much? arrangement w, by 232.6 kJ/mol.


Arrangement w

Computed, not measured: a cluster of 2 separate species, C3H8N4S in total, with the ωB97M-V functional and the def2-TZVPD basis.

Cartesian coordinates (Å):
S1 -1.630 1.455 1.780
N1 -0.736 -1.073 2.710
N2 1.559 -0.419 -0.658
N3 0.654 0.239 -2.875
N4 -0.388 -0.729 1.403
C1 -0.492 0.761 -0.618
C2 0.568 0.269 -1.282
C3 -0.844 0.405 0.835
H1 2.239 -0.985 -1.289
H2 -0.605 -0.365 3.513
H3 0.057 -1.456 0.742
H4 -0.489 0.467 -3.177
H5 1.390 1.430 -2.916
H6 1.927 -0.122 0.227
H7 -1.697 -1.170 2.667
H8 -1.514 1.293 -1.062

## Properties
Kohn-Sham gap, eV: 8.1
Multiplicity: 1
HOMO, eV: -7.924


Arrangement x

Computed, not measured: the molecule C3H8N4S, with the ωB97M-V functional and the def2-TZVPD basis.

Cartesian coordinates (Å):
S1 3.170 -0.356 -0.237
N1 -1.938 -0.137 -0.171
N2 -0.684 0.308 0.024
N3 0.468 -1.703 0.258
N4 1.607 0.310 -0.097
C1 -2.245 -1.385 -0.266
C2 -0.608 1.775 0.066
C3 0.487 -0.458 0.030
H1 -3.320 -1.510 -0.396
H2 -0.153 2.246 -0.852
H3 0.040 2.055 0.923
H4 3.540 -0.188 1.041
H5 1.432 -2.039 0.287
H6 -1.592 -2.248 -0.131
H7 1.428 1.171 -0.635
H8 -1.633 2.162 0.156

## Properties
SMILES: [H]/N=C(\NS)N(C)N=C
Kohn-Sham gap, eV: 9.2
Multiplicity: 1
HOMO, eV: -8.574


Arrangement y

Computed, not measured: the molecule C3H8N4S, with the ωB97M-V functional and the def2-TZVPD basis.

Cartesian coordinates (Å):
S1 -0.897 -0.362 -1.132
N1 -0.982 -0.935 1.567
N2 2.082 1.117 -0.122
N3 1.179 1.793 0.639
N4 1.064 -0.948 0.531
C1 -0.311 -0.761 0.500
C2 -2.531 0.284 -0.735
C3 2.005 -0.155 -0.176
H1 -2.421 1.060 0.027
H2 2.706 -0.665 -0.789
H3 -2.918 0.760 -1.631
H4 -3.198 -0.502 -0.413
H5 1.553 2.709 0.872
H6 1.372 -1.348 1.387
H7 0.850 1.302 1.448
H8 -1.959 -0.912 1.378

## Properties
SMILES: [H]/N=C(/N/C=N\N)SC
Kohn-Sham gap, eV: 9.8
Multiplicity: 1
HOMO, eV: -9.038


Arrangement z

Computed, not measured: a structure of composition C3H8N4S, with the ωB97M-V functional and the def2-TZVPD basis.

Cartesian coordinates (Å):
S1 -2.732 -0.056 -0.202
N1 0.967 -1.331 -0.038
N2 3.205 -0.175 0.409
N3 -1.119 0.062 0.205
N4 1.483 0.943 -0.937
C1 -0.451 1.384 0.659
C2 1.880 -0.079 -0.176
C3 -0.324 -1.135 -0.044
H1 -1.181 2.198 1.024
H2 0.114 1.094 1.461
H3 -0.065 1.782 -0.263
H4 -1.062 -1.916 -0.149
H5 2.517 1.306 -1.170
H6 4.354 0.394 -0.242
H7 3.692 -0.787 1.432
H8 -3.037 -0.685 1.035

## Properties
Kohn-Sham gap, eV: 8.7
Multiplicity: 1
HOMO, eV: -8.787


Which is most stable, and by how much? arrangement y, by 86.9 kJ/mol.